{
  "formula": "C18H42InN6O6",
  "method": "the ωB97M-V functional and the def2-TZVPD basis",
  "e_above_lowest_ev": 5.536,
  "charge": 3,
  "lumo_energy_ev": -13.3727,
  "homo_energy_ev": -14.6,
  "species": ["In", "C", "C", "O", "N", "C", "H", "H", "H", "H", "H", "H", "H", "C", "C", "O", "N", "C", "H", "H", "H", "H", "H", "H", "H", "C", "C", "O", "N", "C", "H", "H", "H", "H", "H", "H", "H", "C", "C", "O", "N", "C", "H", "H", "H", "H", "H", "H", "H", "C", "C", "O", "N", "C", "H", "H", "H", "H", "H", "H", "H", "C", "C", "O", "N", "C", "H", "H", "H", "H", "H", "H", "H"],
  "positions_angstrom": [[-1.09, -0.23, -0.16], [-6.52, 3.30, -5.76], [-5.54, 2.13, -5.69], [-4.60, 2.10, -4.95], [-5.64, 1.14, -6.57], [-6.33, 1.22, -7.78], [-7.53, 2.91, -5.69], [-6.52, 3.95, -6.64], [-6.38, 3.79, -4.79], [-4.84, 0.53, -6.45], [-6.75, 2.20, -8.04], [-7.08, 0.43, -7.78], [-5.78, 0.96, -8.68], [4.45, 1.55, 5.61], [3.16, 2.26, 5.35], [2.26, 1.63, 4.74], [3.00, 3.49, 5.68], [4.09, 4.45, 5.90], [4.31, 0.47, 5.71], [4.87, 1.86, 6.56], [5.25, 1.67, 4.88], [2.09, 3.88, 5.52], [3.87, 5.33, 5.30], [5.00, 4.15, 5.39], [4.30, 4.78, 6.92], [3.39, 5.94, -1.28], [2.29, 5.88, -2.36], [1.39, 4.99, -2.34], [2.31, 6.78, -3.34], [1.49, 6.82, -4.51], [4.42, 5.96, -1.66], [3.32, 5.03, -0.69], [3.22, 6.85, -0.72], [3.07, 7.44, -3.29], [2.06, 6.38, -5.33], [1.43, 7.88, -4.76], [0.50, 6.40, -4.32], [-4.77, -4.38, 5.96], [-4.11, -2.99, 5.94], [-3.69, -2.52, 4.89], [-4.04, -2.30, 7.06], [-3.11, -1.14, 7.35], [-5.78, -4.11, 5.66], [-4.66, -4.85, 6.94], [-4.31, -4.98, 5.18], [-4.45, -2.79, 7.84], [-3.06, -0.43, 6.53], [-2.14, -1.64, 7.46], [-3.37, -0.71, 8.32], [7.63, -0.03, -0.43], [6.47, -0.71, -1.14], [5.34, -0.38, -0.81], [6.67, -1.65, -2.00], [7.95, -2.23, -2.31], [7.25, 0.89, 0.01], [8.36, 0.28, -1.17], [8.10, -0.62, 0.36], [5.93, -2.07, -2.54], [8.50, -2.44, -1.39], [8.51, -1.52, -2.91], [7.88, -3.06, -3.01], [-4.84, -6.57, -2.46], [-3.67, -6.86, -1.44], [-2.89, -5.96, -1.11], [-3.43, -8.14, -0.96], [-2.23, -8.48, -0.22], [-4.31, -6.65, -3.41], [-5.19, -5.54, -2.43], [-5.65, -7.29, -2.31], [-3.96, -8.87, -1.41], [-2.29, -9.50, 0.17], [-2.20, -7.83, 0.65], [-1.38, -8.18, -0.83]]
}